The following is a quantum chemistry calculation of C27H29N3O4S in the gas phase, from OMol25.

Geometry (Å):
C: -0.19 -0.84 4.60
O: -1.47 -0.89 4.01
C: -2.15 -2.08 4.04
C: -1.69 -3.26 4.59
C: -2.47 -4.40 4.54
C: -3.71 -4.38 3.93
C: -4.19 -3.20 3.37
C: -3.42 -2.05 3.43
N: -3.87 -0.88 2.80
S: -3.98 -1.00 1.12
O: -3.82 0.33 0.61
O: -5.15 -1.74 0.78
C: -2.53 -1.99 0.76
C: -2.66 -3.33 0.47
C: -1.51 -4.11 0.36
C: -0.27 -3.54 0.56
C: -0.15 -2.18 0.83
C: 1.19 -1.58 1.16
O: 1.76 -1.90 2.20
N: 1.70 -0.70 0.29
C: 2.90 0.04 0.61
C: 2.58 1.53 0.67
N: 2.03 1.95 -0.61
C: 1.84 3.39 -0.71
C: 1.73 3.85 -2.13
C: 2.19 3.16 -3.17
C: 2.14 3.56 -4.57
C: 2.82 2.78 -5.52
C: 2.81 3.12 -6.86
C: 2.12 4.24 -7.29
C: 1.43 5.01 -6.37
C: 1.44 4.68 -5.03
C: 0.80 1.23 -0.88
C: 1.10 -0.27 -0.95
C: -1.29 -1.40 0.93
H: 0.12 0.20 4.52
H: -0.23 -1.12 5.66
H: 0.52 -1.48 4.07
H: -0.71 -3.30 5.05
H: -2.09 -5.32 4.97
H: -4.32 -5.27 3.89
H: -5.14 -3.16 2.88
H: -3.32 -0.07 3.05
H: -3.64 -3.75 0.34
H: -1.59 -5.16 0.14
H: 0.63 -4.14 0.51
H: 3.65 -0.14 -0.17
H: 3.27 -0.32 1.57
H: 1.87 1.72 1.50
H: 3.50 2.09 0.86
H: 0.96 3.72 -0.14
H: 2.72 3.87 -0.26
H: 1.28 4.82 -2.25
H: 2.66 2.21 -2.98
H: 3.36 1.91 -5.19
H: 3.35 2.51 -7.57
H: 2.11 4.50 -8.33
H: 0.89 5.88 -6.70
H: 0.89 5.29 -4.32
H: 0.04 1.42 -0.11
H: 0.41 1.56 -1.84
H: 1.81 -0.45 -1.76
H: 0.19 -0.84 -1.15
H: -1.24 -0.35 1.17

Results
* SMILES: COc1ccccc1NS(=O)(=O)c1cccc(C(=O)N2CCN(C/C=C/c3ccccc3)CC2)c1
* E_HOMO: -0.311 Eh
* Kohn-Sham gap: 9.06 eV
* multiplicity: 1